150
Properties=species:S:1:pos:R:3:forces:R:3:lowdin_charge:R:1 method="wB97M-V/def2-TZVPD" total_charge=+1 e_tot_ha=-5260.11157 lumo_ev=-2.52 homo_lumo_gap_ev=7.68
C 4.097632 -0.790193 1.513485 0.36 0.05 -0.26 -0.130
C 3.400918 -0.262378 0.183402 0.39 -0.28 1.31 -0.264
C 3.154427 -1.420603 -0.845936 -0.09 0.77 0.35 -0.217
C 2.582888 -0.897434 -2.250581 0.64 -1.56 0.93 -0.186
C 1.218121 -1.640226 -2.485091 -0.06 0.19 -0.57 -0.212
C 0.310592 -0.993542 -3.618317 -0.05 0.86 1.51 -0.174
C -0.894714 -0.256059 -2.870417 -0.11 -0.97 -0.21 -0.211
C -2.161904 -0.027088 -3.796131 1.32 0.99 -0.15 -0.170
C -2.622500 1.493200 -3.745147 -0.35 0.11 -1.05 -0.181
C -4.093449 1.719537 -3.259110 -0.08 -0.63 0.08 -0.101
C -4.345705 1.265924 -1.727087 1.66 1.58 -2.80 -0.378
N -3.115659 1.003826 -1.006724 -2.53 1.12 1.85 0.145
C -2.611351 1.973627 -0.314635 0.62 -0.14 1.03 -0.308
C -2.167213 3.378800 -0.830018 -0.36 -0.59 0.00 -0.015
C -2.357741 1.700325 1.223280 1.75 -0.45 -1.58 -0.019
C -5.343218 2.315871 -1.124526 -1.27 0.38 -0.67 -0.187
N -6.136312 1.868424 0.048567 1.19 -0.53 0.18 -0.524
Br -7.973698 2.143263 -0.149441 0.04 -0.03 -0.11 0.808
C -5.791716 0.545044 0.577078 0.05 -0.61 0.29 -0.157
C -5.560044 -0.597651 -0.515088 -1.49 -0.30 2.10 -0.394
C -6.957042 -1.302556 -0.744434 0.93 -0.79 -0.71 -0.029
C -7.503767 -2.209074 0.413348 -0.82 -0.38 0.66 -0.314
O -8.551774 -2.775059 0.191494 0.70 0.42 -0.14 0.123
C -6.889869 -2.434976 1.819590 2.06 -0.49 2.82 -0.111
C -7.244927 -1.634511 3.009084 0.54 -0.63 -0.48 -0.039
C -6.701404 -1.870269 4.329857 0.75 -1.39 -0.96 -0.066
C -5.748231 -2.955062 4.564572 -1.01 0.48 -2.22 -0.063
C -5.374985 -3.770082 3.421645 -1.22 1.16 -0.34 -0.060
C -5.928493 -3.519735 2.084294 -0.60 1.00 1.40 -0.025
O -4.552141 -1.427609 0.017524 -1.25 -0.03 -1.44 -0.070
C -4.404113 -2.669590 -0.678098 1.55 -1.73 0.50 -0.150
C -3.136929 -3.390741 -0.022889 0.24 0.27 0.25 -0.164
O -2.319724 -4.040794 -1.013059 -1.53 -0.15 0.78 -0.174
C -2.959156 -5.307152 -1.343017 0.44 -0.67 -0.62 -0.256
C -2.180206 -6.550284 -0.767580 -0.31 0.38 -0.33 -0.069
N -5.158456 -0.015249 -1.850433 -0.66 0.79 0.64 0.196
H 5.064017 -1.328256 1.285622 -1.00 0.47 0.14 0.081
H 3.444125 -1.494747 2.088674 0.46 0.54 -0.54 0.067
H 4.379386 0.055238 2.199571 -0.41 -0.71 -0.63 0.058
H 2.434040 0.206797 0.535089 0.82 -0.36 -0.74 0.106
H 4.069324 0.553554 -0.205998 -0.73 -0.75 -0.01 0.100
H 2.419730 -2.127270 -0.358244 0.74 0.60 -0.59 0.106
H 4.114872 -1.984924 -0.964864 -0.78 0.47 -0.02 0.109
H 3.355682 -1.213285 -3.008993 -1.00 0.61 0.41 0.117
H 2.509623 0.217471 -2.241472 -0.19 -0.93 -0.13 0.089
H 1.379714 -2.716257 -2.750740 0.18 0.85 0.37 0.115
H 0.682301 -1.649448 -1.490711 0.32 0.06 -1.11 0.096
H 0.928940 -0.178756 -4.098006 -0.71 -0.97 0.10 0.102
H -0.047843 -1.721520 -4.386617 0.29 0.53 0.71 0.106
H -1.234631 -0.842097 -1.966695 0.52 0.44 -0.94 0.092
H -0.451444 0.691016 -2.460909 -0.68 -0.61 -0.44 0.102
H -1.816012 -0.242214 -4.848865 -0.57 0.18 1.01 0.112
H -2.975783 -0.767945 -3.583272 0.59 0.63 -0.03 0.092
H -1.860956 2.121926 -3.205750 -0.93 -0.75 -0.30 0.081
H -2.584680 1.865961 -4.812233 -0.18 -0.22 1.10 0.120
H -4.461067 2.771320 -3.362500 0.58 -0.74 -0.06 0.120
H -4.752872 1.087419 -3.931047 0.50 0.83 0.55 0.110
H -1.192889 3.245654 -1.387317 -0.91 -0.04 0.69 0.095
H -1.979467 4.051555 0.039956 -0.31 -0.33 -0.87 0.091
H -2.888145 3.789360 -1.582942 0.63 -0.14 0.77 0.080
H -2.633863 0.641999 1.445472 -0.01 1.00 -0.09 0.073
H -2.887890 2.457474 1.855624 0.45 -0.63 -0.66 0.100
H -1.236676 1.771809 1.363719 -1.14 0.19 0.34 0.095
H -6.099824 2.520511 -1.945129 0.92 -0.21 0.65 0.093
H -4.897891 3.326060 -0.912938 0.03 -1.19 -0.17 0.132
H -6.640735 0.231663 1.244749 0.96 0.15 -0.77 0.091
H -4.886928 0.547458 1.250720 -0.74 0.37 -0.93 0.131
H -6.832406 -1.977682 -1.646487 -0.37 0.44 0.97 0.142
H -7.785271 -0.595199 -1.025063 0.94 -0.40 0.47 0.106
H -7.974621 -0.792940 2.889564 0.69 -0.89 0.13 0.114
H -7.016691 -1.249268 5.205908 0.23 -0.55 -1.12 0.109
H -5.351139 -3.153194 5.587772 -0.36 0.19 -1.10 0.107
H -4.675339 -4.633560 3.550251 -0.73 0.95 -0.15 0.106
H -5.605420 -4.216850 1.283484 -0.42 0.64 0.63 0.091
H -5.257191 -3.385289 -0.563049 0.28 1.03 -0.16 0.109
H -4.160159 -2.585548 -1.771373 -0.22 0.30 0.79 0.136
H -2.555340 -2.620607 0.561044 -0.37 -0.70 -0.94 0.142
H -3.427340 -4.180632 0.716733 -0.09 0.83 -0.44 0.112
H -2.983713 -5.347781 -2.468766 0.03 -0.13 1.09 0.127
H -4.023243 -5.362377 -0.996253 0.82 0.35 -0.17 0.109
H -1.382870 -6.824076 -1.505370 -0.59 0.07 0.93 0.080
H -1.736738 -6.352534 0.244603 -0.36 0.00 -1.01 0.084
H -2.908079 -7.392933 -0.645874 0.74 0.57 -0.27 0.079
H -6.043234 0.295349 -2.290926 0.45 -0.26 -0.03 0.174
H -4.743290 -0.691733 -2.502545 0.22 0.08 0.40 0.155
C 6.949569 2.048350 2.354919 -0.17 -0.13 -0.26 -0.167
C 6.945346 3.529345 2.683301 0.22 0.21 0.03 -0.173
C 6.047339 3.574751 3.908189 -0.21 -0.06 0.13 -0.204
O 6.212324 2.323830 4.589263 0.08 0.14 -0.27 -0.142
C 6.924670 1.418499 3.733917 0.10 -0.16 0.23 -0.196
H 7.806675 1.733460 1.758954 -0.03 -0.01 0.04 0.118
H 6.037511 1.786760 1.808812 0.05 -0.02 -0.01 0.097
H 7.955880 3.853264 2.947841 -0.06 0.03 -0.03 0.104
H 6.588059 4.160819 1.869092 -0.01 -0.01 0.05 0.112
H 4.992694 3.666538 3.624895 0.01 0.10 -0.04 0.113
H 6.298671 4.395511 4.582976 -0.03 -0.09 0.06 0.116
H 7.936482 1.303653 4.135642 0.01 -0.10 -0.08 0.099
H 6.435306 0.442722 3.740588 0.02 0.03 0.13 0.102
C -7.406318 0.575053 -7.958515 -0.08 -0.32 -0.09 -0.168
C -8.280164 1.474938 -7.104687 -0.05 0.35 -0.03 -0.169
C -7.872757 1.068885 -5.700314 -0.09 -0.19 0.20 -0.209
O -6.498081 0.658607 -5.769455 -0.11 0.01 0.02 -0.180
C -6.123015 0.523075 -7.150112 0.30 0.13 -0.07 -0.200
H -7.254475 0.944091 -8.972484 0.02 -0.01 0.06 0.119
H -7.850082 -0.422669 -8.020477 0.04 0.04 -0.04 0.119
H -8.018559 2.522001 -7.281876 -0.05 -0.03 0.02 0.119
H -9.347517 1.354853 -7.288913 0.05 -0.01 0.04 0.119
H -8.461052 0.215246 -5.346651 -0.08 0.05 -0.01 0.117
H -7.976124 1.884897 -4.981016 0.09 -0.03 0.02 0.113
H -5.461209 1.358321 -7.401881 0.01 -0.04 -0.07 0.119
H -5.574631 -0.409751 -7.291340 0.00 0.03 0.12 0.118
C 3.519772 4.212784 -3.937914 0.25 0.08 -0.19 -0.169
C 2.027417 4.353128 -4.169468 -0.25 0.14 0.17 -0.174
C 1.653801 2.964479 -4.657345 0.08 -0.19 -0.21 -0.204
O 2.559689 2.047584 -4.030832 -0.08 0.30 -0.02 -0.166
C 3.624001 2.790268 -3.418750 0.00 -0.17 0.23 -0.202
H 3.928393 4.949107 -3.245747 -0.01 -0.05 -0.02 0.117
H 4.053105 4.304110 -4.888298 0.00 0.01 0.06 0.119
H 1.523179 4.565103 -3.221290 0.00 0.02 -0.04 0.110
H 1.763906 5.138563 -4.878156 0.01 -0.05 0.02 0.116
H 1.781865 2.875978 -5.741178 -0.10 0.06 -0.01 0.122
H 0.625113 2.692972 -4.405201 0.04 -0.11 0.01 0.102
H 3.479615 2.752407 -2.332950 0.09 0.04 0.02 0.113
H 4.580937 2.324141 -3.658452 -0.09 -0.08 -0.01 0.122
C 5.733135 -4.482862 4.881262 0.17 -0.19 0.24 -0.175
C 4.445566 -3.686920 4.967492 -0.28 -0.01 -0.19 -0.177
C 4.963279 -2.269457 5.134035 0.14 0.21 0.18 -0.208
O 6.220899 -2.204152 4.447937 -0.19 -0.24 0.04 -0.156
C 6.636707 -3.535147 4.113482 0.07 0.13 -0.27 -0.202
H 5.619686 -5.451347 4.393507 0.02 0.05 0.00 0.114
H 6.133890 -4.650452 5.885161 0.00 -0.02 -0.06 0.116
H 3.891468 -3.774578 4.027730 -0.01 0.01 0.05 0.109
H 3.789059 -3.998803 5.780321 0.04 0.04 -0.02 0.113
H 5.143932 -2.032445 6.187722 -0.11 0.01 0.01 0.120
H 4.280445 -1.523649 4.721416 0.12 0.05 -0.02 0.108
H 6.518048 -3.662442 3.031710 0.05 -0.09 0.00 0.115
H 7.690794 -3.663752 4.365159 -0.02 0.11 -0.01 0.118
C 9.436299 1.830085 6.491977 -0.12 -0.24 -0.18 -0.183
C 10.568733 1.850932 7.501280 0.00 0.06 0.31 -0.175
C 11.624034 2.663291 6.771734 0.19 0.01 -0.20 -0.205
O 10.924132 3.584268 5.925826 -0.12 -0.21 0.11 -0.136
C 9.540980 3.213105 5.875811 -0.01 0.28 0.10 -0.202
H 8.458230 1.633584 6.931519 0.02 0.04 -0.06 0.118
H 9.629816 1.066612 5.732248 -0.03 0.01 0.04 0.110
H 10.250071 2.377833 8.405493 0.04 -0.04 -0.02 0.116
H 10.918956 0.859675 7.790424 0.01 0.04 -0.03 0.113
H 12.245900 2.026071 6.133776 0.04 -0.04 0.08 0.117
H 12.275360 3.214144 7.452819 -0.02 0.06 -0.09 0.117
H 8.974028 3.949531 6.455751 -0.11 -0.05 -0.04 0.122
H 9.191001 3.240606 4.842248 0.09 0.06 0.01 0.097